Entry 1:
C35H88F6NO39S13V as an isolated structure. Source: OMol25; level of theory: ωB97M-V/def2-TZVPD.

```
183
Properties=species:S:1:pos:R:3:forces:R:3:mulliken_charge:R:1
O 3.67164 3.17488 -2.16755 2.45 -0.16 -0.36 -0.30
V 5.24512 2.97660 -2.32846 -2.56 2.17 2.31 1.27
O 5.85658 4.40739 -1.97948 -0.48 -2.78 -0.36 -0.30
C 0.26510 1.90939 -2.27250 -1.01 -0.78 0.35 -0.33
F -0.58342 2.50844 -3.11875 0.29 -0.49 -0.24 -0.30
F 1.34208 1.51026 -2.93521 0.42 0.57 0.08 -0.08
F 0.52684 2.80768 -1.33778 0.90 -0.05 0.26 -0.02
S -0.57987 0.36232 -1.60821 -0.25 0.57 0.28 0.85
O -1.90221 0.81734 -1.21474 1.42 -1.10 -0.21 -0.02
O -0.46274 -0.54831 -2.73322 0.07 0.71 1.07 -0.76
N 0.41430 -0.00894 -0.26132 -1.57 1.25 -2.40 0.32
S -0.04380 -1.47075 0.07966 1.05 -2.60 0.98 0.92
O -1.40644 -1.66176 0.49365 0.35 0.51 -0.02 -0.09
O 0.46760 -2.44846 -0.86930 -0.23 1.58 0.30 -0.82
C 1.02603 -1.85429 1.62467 -1.44 1.12 -0.96 -0.96
F 0.80390 -0.99191 2.61968 -0.15 -0.23 0.02 0.31
F 0.67983 -3.07985 1.98226 0.62 0.45 0.27 0.11
F 2.32932 -1.75349 1.33959 0.27 -0.53 -0.22 0.11
O -8.29668 0.01891 0.25809 -0.12 0.14 0.61 -0.55
S -8.16181 0.83769 1.43160 1.89 1.25 -0.33 1.10
O -9.13772 0.84703 2.47876 0.54 0.02 -0.46 -0.60
O -6.70100 0.57524 2.12693 -1.33 -0.15 -0.29 -0.47
C -5.64872 0.02969 1.27764 -0.07 0.36 0.28 -0.22
C -4.34403 0.78339 1.52826 0.04 0.24 -1.32 0.75
C -7.78856 2.55125 0.84674 -1.41 -1.01 -0.39 -0.79
H -5.96045 0.13926 0.24068 0.05 -0.10 0.00 0.50
H -5.58375 -1.03575 1.48983 0.05 0.19 0.07 0.00
H -4.28103 1.35399 2.45178 0.03 -0.67 0.40 0.51
H -4.17661 1.53952 0.75215 -0.36 0.03 -0.04 -0.54
H -3.52988 0.08621 1.32651 0.22 0.03 0.68 -0.60
H -8.59037 2.80353 0.14853 -0.25 0.00 0.28 0.39
H -6.91283 2.55071 0.20195 0.40 -0.14 0.57 0.16
H -7.80934 3.23664 1.68717 0.37 -0.05 0.00 0.32
O 5.01123 7.32117 -4.65816 -0.36 -0.60 -0.41 -0.58
S 4.51846 6.05454 -5.09087 -1.27 -0.49 -0.55 0.92
O 5.01263 4.84055 -4.48256 0.44 -0.36 -0.24 -0.57
O 2.92251 6.02466 -4.87232 0.76 0.82 0.31 -0.26
C 2.21505 4.77624 -4.91962 -0.92 -0.39 -1.67 0.34
C 0.71228 5.01525 -4.80769 -0.10 0.10 1.10 -0.99
C 4.51495 5.84625 -6.90983 0.41 0.59 1.24 -0.99
H 2.65516 4.04939 -4.24221 -0.25 0.20 0.27 -0.05
H 2.26029 4.38833 -5.94408 0.76 -0.23 0.06 0.19
H 0.18248 4.06283 -4.74498 0.31 -0.10 0.09 -0.07
H 0.25010 5.51464 -5.65760 0.48 0.28 -0.08 0.50
H 0.47347 5.57961 -3.90478 -0.12 0.03 -0.04 0.39
H 3.91538 6.66642 -7.29712 -0.25 -0.21 -0.01 0.36
H 4.09495 4.85422 -7.04298 -0.03 0.10 -0.35 0.33
H 5.51520 5.94916 -7.32417 0.10 -0.24 0.25 0.38
O -6.81806 -2.06731 -4.02705 0.86 0.19 -0.26 -0.68
S -5.44429 -2.09074 -3.61769 -0.24 1.27 1.46 1.15
O -4.68637 -3.30433 -3.63526 -0.08 -0.12 -0.52 -0.59
O -4.64692 -0.93175 -4.42093 -0.36 -0.89 -0.18 -0.44
C -3.20828 -1.02764 -4.27383 0.46 0.51 -0.20 0.51
C -2.60797 0.05040 -5.19402 -0.42 0.10 0.70 -1.16
C -5.29787 -1.42042 -1.94497 -0.64 -0.72 -0.26 -0.46
H -2.90371 -2.04948 -4.49426 0.12 0.13 -0.38 0.42
H -2.94480 -0.86636 -3.22849 -0.01 0.25 0.02 -0.13
H -2.90562 -0.12427 -6.22563 0.21 -0.03 -0.06 0.47
H -1.53403 0.18977 -5.07704 0.10 -0.67 -0.14 0.26
H -2.98465 1.03303 -4.89695 -0.40 -0.10 -0.02 0.04
H -4.41281 -1.86422 -1.49380 0.01 0.25 -0.01 -0.44
H -6.17858 -1.79936 -1.42357 0.10 -0.09 0.09 0.62
H -5.33479 -0.33586 -1.90171 0.17 0.01 -0.38 0.42
O 4.28056 -3.44085 6.44837 -0.89 0.91 -0.52 -0.68
S 3.58519 -2.37402 5.76940 0.99 0.18 0.89 1.13
O 2.30533 -1.85870 6.23817 1.53 -0.79 -0.87 -0.50
O 4.66990 -1.12821 5.80711 -1.04 -1.89 -0.43 -0.43
C 4.23499 0.09802 5.23742 0.13 1.31 0.16 0.87
C 5.30202 1.11116 5.64615 -1.03 0.70 0.36 -1.54
C 3.52825 -2.73115 4.00213 -0.97 1.22 0.54 -0.32
H 3.25631 0.36527 5.64249 0.10 0.05 0.09 0.26
H 4.10955 0.05982 4.15055 0.27 -0.25 0.00 -0.39
H 6.27974 0.94015 5.20530 0.02 -0.21 0.17 0.29
H 5.29915 1.15416 6.73649 0.57 -0.45 0.03 0.47
H 4.99512 2.13629 5.42172 -0.09 -0.15 -0.59 0.35
H 3.31552 -1.73809 3.60033 0.23 -0.10 -0.30 -0.24
H 2.62978 -3.30252 3.77549 0.22 -0.42 0.24 0.28
H 4.44922 -3.13467 3.59934 0.04 -0.15 0.32 0.31
O -4.80473 6.03674 -4.06856 1.30 -0.40 0.53 -0.67
S -3.49894 5.61817 -3.62295 0.09 -0.86 0.50 1.20
O -2.35195 6.48839 -3.66558 -0.54 -0.17 -0.31 -0.61
O -3.65573 5.11274 -2.08905 -0.44 0.63 -0.56 -0.36
C -2.46188 4.85520 -1.33646 0.97 -0.89 -0.59 -0.56
C -2.43016 3.41257 -0.89211 -1.59 -0.02 1.20 0.87
C -3.06090 4.02228 -4.38924 -1.10 1.37 -0.36 -0.15
H -2.32693 5.56441 -0.52222 -0.48 0.08 -0.01 0.16
H -1.57760 4.96041 -1.97168 -0.13 0.44 -0.17 0.28
H -1.54144 3.23536 -0.28518 0.09 -0.21 -0.51 -0.78
H -2.64145 2.65735 -1.65016 0.80 0.66 -0.33 -0.30
H -3.25352 3.14540 -0.21578 -0.04 0.61 0.23 0.44
H -3.97281 3.42981 -4.34124 0.21 -0.28 0.43 0.35
H -2.18043 3.61084 -3.90873 -0.22 0.01 -0.12 -0.52
H -2.94628 4.24556 -5.45011 0.47 0.00 0.04 0.64
O -5.76775 -3.10677 0.86148 0.51 -0.93 -0.01 -0.59
S -4.60836 -3.95004 1.01971 1.67 0.40 0.72 1.35
O -4.66410 -5.37725 1.25374 -0.51 1.19 -0.42 -0.72
O -3.71407 -3.65461 -0.30692 -1.25 -0.23 0.48 -0.07
C -2.56295 -4.47666 -0.50814 -0.02 -1.24 -0.10 0.35
C -2.26398 -4.56557 -1.99657 0.36 0.87 -0.35 -0.46
C -3.48104 -3.23020 2.27664 -0.49 -0.28 -0.79 -1.22
H -2.79152 -5.51763 -0.26809 -0.18 0.20 0.62 0.62
H -1.81562 -4.14086 0.21231 0.39 0.13 -0.62 -0.51
H -2.86893 -5.34650 -2.45387 0.04 -0.02 0.04 0.44
H -1.20939 -4.74772 -2.20528 0.01 -0.29 0.21 0.14
H -2.48902 -3.65248 -2.54913 -0.11 0.13 0.27 -0.48
H -2.71221 -3.96657 2.50366 -0.15 -0.09 -0.03 0.53
H -4.00897 -2.95094 3.18477 -0.28 -0.25 -0.16 0.81
H -3.00366 -2.35076 1.84506 -0.26 -0.10 -0.03 -0.24
O 1.57000 1.62525 3.69860 -0.54 1.26 -0.31 -0.34
S 0.41605 2.49905 3.62315 -1.07 -0.53 0.25 0.77
O -0.44990 2.60937 4.77627 0.71 0.09 -0.54 -0.62
O 0.91574 3.99834 3.20142 0.08 -1.91 0.58 -0.33
C -0.09960 5.01357 3.16131 -0.56 0.37 -1.28 -0.66
C -0.24224 5.44016 1.67981 0.42 0.76 0.83 -0.50
C -0.63166 1.98646 2.23350 0.84 0.85 0.13 1.04
H 0.22469 5.82618 3.80743 0.05 -0.03 -0.04 0.47
H -1.06582 4.65932 3.52066 0.21 -0.26 0.24 0.36
H -1.20014 5.93470 1.51499 -0.09 -0.27 -0.08 0.29
H -0.07926 4.59714 1.01234 -0.30 -0.07 0.01 -0.13
H 0.51278 6.19201 1.44358 0.11 -0.12 -0.07 0.47
H -1.08373 1.01062 2.40341 0.19 -0.03 0.29 -0.81
H 0.02477 1.99031 1.36514 -0.10 -0.23 -0.10 -0.61
H -1.40509 2.74154 2.09823 -0.04 -0.02 0.13 0.61
O -0.35646 -5.40845 1.85728 -0.12 -0.98 0.01 -0.40
S 0.47792 -6.06360 0.90598 2.04 0.63 -2.94 0.97
O 1.68975 -6.79957 1.22459 -1.44 0.10 0.60 -0.70
O -0.43990 -6.95124 -0.10671 0.01 1.05 1.34 -0.18
C 0.24191 -7.87510 -0.97512 -0.72 -0.52 0.16 -0.23
C -0.61415 -8.10249 -2.19628 0.02 0.09 -0.84 -1.22
C 1.06955 -4.85272 -0.33510 -0.22 -1.20 0.38 0.44
H 0.27416 -8.79999 -0.39811 0.67 -0.01 -0.17 0.30
H 1.21578 -7.47346 -1.24578 0.14 -0.33 0.15 0.37
H -0.58489 -7.27155 -2.90406 -0.08 0.23 0.26 0.26
H -1.65835 -8.32182 -1.97838 0.07 0.05 0.27 0.30
H -0.22534 -8.94324 -2.77532 0.09 -0.15 0.23 0.43
H 0.25552 -4.26848 -0.75270 0.18 -0.49 0.42 -0.36
H 1.55060 -5.41443 -1.13456 -0.08 -0.27 0.05 0.54
H 1.84914 -4.22389 0.08994 -0.27 -0.04 0.27 -0.50
O 4.82879 0.66174 -2.38670 0.42 1.08 -0.05 -0.01
S 4.59291 -0.68510 -2.86770 0.05 -2.57 -1.17 0.80
O 4.38204 -0.87170 -4.29336 0.29 0.54 1.64 -0.68
O 5.85478 -1.58881 -2.39958 -1.84 0.37 0.18 -0.04
C 6.95078 -1.79646 -3.29772 0.69 -0.18 -0.09 -0.34
C 7.79500 -2.98462 -2.82630 0.47 1.05 -0.13 -1.20
C 3.25836 -1.49783 -1.92150 1.17 1.59 -0.46 -0.12
H 7.48731 -0.84481 -3.28628 0.38 -0.27 -0.19 0.30
H 6.62563 -2.02465 -4.31354 -0.35 0.30 0.09 0.35
H 8.00760 -2.99745 -1.75797 -0.45 -0.01 0.08 0.27
H 8.77908 -2.79089 -3.26056 -0.01 -0.40 -0.26 0.40
H 7.40409 -3.93245 -3.18355 -0.02 -0.02 0.15 0.33
H 3.15286 -2.47101 -2.38608 -0.26 -0.02 0.17 0.74
H 2.42082 -0.80924 -2.03675 -0.29 -0.39 -0.26 -0.25
H 3.54511 -1.46973 -0.87390 0.13 -0.37 -0.01 -0.42
O -1.83752 -2.86137 4.61171 -0.64 1.11 0.16 -0.74
S -1.94120 -1.42676 4.69855 1.76 -0.01 1.83 1.23
O -2.21697 -0.64100 3.53020 0.05 0.10 0.02 -0.10
O -2.97707 -1.01743 5.85323 0.09 -1.03 -0.95 -0.35
C -3.42456 0.35162 5.96208 -0.74 -0.62 0.16 0.68
C -4.01582 0.44896 7.35047 0.24 0.89 0.77 -1.54
C -0.45200 -0.86164 5.58624 -0.20 0.76 -1.24 -0.57
H -4.19615 0.54482 5.21444 0.07 -0.14 -0.11 0.04
H -2.60754 1.04813 5.76846 0.11 -0.04 0.29 0.07
H -3.33703 0.14183 8.14890 0.47 0.22 -0.30 0.35
H -4.90929 -0.11919 7.60708 -0.18 -0.09 -0.90 0.34
H -4.23952 1.51003 7.49451 -0.12 -0.07 0.25 0.40
H -0.61249 0.17598 5.88270 -0.36 -0.18 0.49 0.26
H 0.39953 -0.73029 4.91873 -0.12 -0.66 -0.18 -0.34
H -0.21168 -1.54796 6.39033 -0.21 0.05 0.00 0.51
O 5.39002 1.57379 2.34710 -0.29 -0.09 -1.02 -0.48
S 4.91842 1.33806 1.00884 -1.30 -0.76 0.73 0.98
O 5.59391 2.07009 -0.05147 0.08 0.23 -1.06 -0.56
O 4.95873 -0.26525 0.71205 0.33 1.45 -0.61 -0.03
C 6.03926 -1.01771 1.30813 0.62 0.13 0.81 -0.31
C 5.87040 -2.46300 1.00083 -0.54 -1.68 -0.19 -0.33
C 3.11114 1.45283 0.81845 1.02 0.45 0.60 0.19
H 5.96808 -0.79525 2.37399 0.21 -0.26 0.03 0.32
H 7.03965 -0.74613 0.96151 -0.27 0.71 -0.14 0.39
H 4.82519 -2.74362 0.84690 -0.04 0.13 0.16 -0.22
H 6.23923 -3.11036 1.79959 -0.05 0.32 0.29 0.52
H 6.40649 -2.85106 0.13413 -0.01 0.58 -0.26 -0.20
H 2.70365 1.01461 1.73016 -0.04 -0.66 -0.34 -0.92
H 2.91764 0.98262 -0.14059 -0.38 -0.20 0.21 -0.19
H 2.71381 2.46773 0.86251 0.65 0.27 -0.36 0.89
```
Forces are in eV/Å.

HOMO energy, eV: -10.3
Spin multiplicity: 1
LUMO level, eV: -3.653
ΔE to the lowest compared entry with this formula, charge and spin, kJ/mol: 316.60
E, a.u.: -11094.8233
Orbital gap, eV: 6.66
Net charge: 0

Entry 2:
A 3-piece molecular cluster, C18H34N2O4P2S3 overall. Source: OMol25; level of theory: ωB97M-V/def2-TZVPD.

```
63
Properties=species:S:1:pos:R:3:forces:R:3:mulliken_charge:R:1
C -0.87425 1.82908 -3.08313 0.29 0.68 0.93 -1.14
C -0.21997 0.78253 -2.05096 -0.97 -0.30 0.26 0.28
C -1.00730 -0.62124 -2.14171 0.10 -0.11 -1.05 0.05
C -0.07042 -1.92600 -2.11244 -0.25 -0.02 -0.33 -0.60
C 1.12965 -1.88082 -1.04146 -0.58 -0.75 0.37 -1.05
C 0.72430 -1.28745 0.39060 -1.60 0.42 2.79 -0.12
C 1.65656 -0.12286 0.98099 -4.05 -1.16 2.10 0.30
P 3.18526 0.57541 0.12215 2.13 1.84 2.13 0.27
O 2.79558 1.77718 -1.03623 0.43 -2.34 -0.50 -0.47
O 4.19924 -0.65454 -0.51350 -1.13 0.75 -0.04 -0.56
C 1.32039 0.50875 2.38136 0.51 -1.46 -1.78 -0.15
P 2.42831 1.89564 3.10954 -0.93 0.27 -0.10 0.08
S 1.73835 3.68901 2.73661 0.07 -0.29 -0.17 -0.40
C 0.10151 0.07795 3.26643 0.50 -0.69 -1.67 0.33
N -0.30852 0.61149 4.53713 -0.47 -3.39 -3.97 -0.58
S -1.68695 -0.33172 4.93203 2.29 -0.51 -3.87 0.16
N -1.79779 -1.36042 3.55355 2.55 1.51 -0.80 -0.42
C -0.73348 -1.10476 2.60769 -1.25 1.22 2.82 0.48
C -0.50048 -1.82497 1.21794 3.11 2.57 -0.52 0.22
C -1.42708 -2.99117 0.64388 1.07 -0.17 0.45 -0.12
C -2.19825 -3.85618 1.75188 -1.34 -0.02 -0.70 -0.49
C -3.08759 -4.95910 0.93238 0.36 1.83 -0.03 -0.60
S -2.16796 -6.54315 0.59366 0.00 -0.11 0.06 -0.26
H -1.98939 1.58167 -3.20583 1.72 0.40 -0.05 0.32
H -0.33045 1.91768 -4.08578 -0.91 -0.45 1.33 0.27
H -0.80386 2.86961 -2.58847 -0.18 -1.50 -0.92 0.34
H 0.90338 0.62035 -2.21167 -1.71 0.47 0.23 -0.07
H -0.41848 1.20272 -0.99167 0.75 -0.66 -1.65 0.10
H -1.53516 -0.62709 -3.17486 0.69 -0.17 1.77 -0.02
H -1.83628 -0.67029 -1.35586 1.22 0.06 -0.97 0.04
H 0.40676 -2.03159 -3.15770 -0.58 0.17 1.61 0.37
H -0.71898 -2.87834 -1.98380 1.08 1.64 -0.13 0.23
H 1.48597 -2.97066 -0.86784 -0.48 1.71 -0.25 0.34
H 2.00961 -1.34391 -1.53990 -1.23 -0.52 1.15 0.32
H 3.46135 1.79997 -1.77395 -0.80 -0.14 0.98 0.28
H 5.08005 -0.51307 -0.08679 -1.21 0.02 -0.42 0.35
H 2.39254 1.71479 4.54892 0.26 -0.54 -1.04 0.11
H 3.76986 1.71909 2.61887 -0.84 -0.39 0.60 0.15
H -0.71471 -3.72715 0.09696 -1.05 1.24 0.85 0.01
H -2.12334 -2.58493 -0.18553 0.91 -0.53 1.61 0.18
H -2.98168 -3.22368 2.32526 1.62 -0.85 -0.90 0.32
H -1.49351 -4.36923 2.50881 -1.10 0.91 -1.34 0.32
H -4.06430 -5.13726 1.52785 1.86 -0.43 -1.01 0.38
H -3.41037 -4.48752 -0.07225 0.49 -0.76 1.61 0.29
H -0.91883 -6.25352 0.03180 -1.38 0.57 0.55 0.12
C -2.42536 -1.82433 -7.18372 0.11 0.07 -0.14 -1.18
C -2.20906 -2.24522 -5.74372 -0.36 -0.03 -0.22 0.02
O -3.19826 -1.65878 -4.90643 -0.05 0.04 0.21 -0.53
H -2.38206 -0.73593 -7.27570 0.08 -0.09 0.05 0.30
H -1.66796 -2.26412 -7.83718 -0.08 0.02 -0.02 0.33
H -3.41447 -2.13483 -7.53318 0.09 -0.09 -0.01 0.33
H -1.22924 -1.91432 -5.39189 -0.16 0.03 0.13 0.18
H -2.26280 -3.33396 -5.64246 0.19 -0.04 -0.08 0.27
H -4.06144 -1.96274 -5.21759 0.20 0.10 0.10 0.30
C 2.54389 6.54310 6.16491 0.00 -0.05 0.20 -0.91
C 2.72152 7.65786 5.15297 -0.20 -0.37 -0.14 -0.23
O 3.05178 7.11743 3.88072 0.06 0.15 -0.12 -0.48
H 3.45877 5.95033 6.24683 -0.03 0.12 0.00 0.24
H 2.29471 6.94580 7.15006 -0.02 -0.06 -0.02 0.32
H 1.74842 5.86021 5.85252 -0.02 0.09 0.04 0.29
H 3.53100 8.32512 5.45718 -0.01 -0.05 -0.19 0.28
H 1.80468 8.24875 5.05722 0.01 0.11 0.20 0.24
H 2.32657 6.53534 3.61447 0.25 0.01 0.02 0.25
```
Forces are in eV/Å.

HOMO energy, eV: -8.2
SMILES: CCCCCc1c(P(O)O)c([PH2]=S)c2nsnc2c1CCCS.CCO.CCO
Spin multiplicity: 1
LUMO level, eV: -1.761
E, a.u.: -2993.7214
Orbital gap, eV: 6.41
Net charge: 0

Entry 3:
One molecule with the formula C7H8O. Source: OMol25; level of theory: ωB97M-V/def2-TZVPD.

```
16
Properties=species:S:1:pos:R:3:forces:R:3:mulliken_charge:R:1
C 2.94220 -0.34606 1.56719 -0.67 0.65 -0.28 -0.05
C 2.02371 0.21941 1.03249 -1.73 0.13 -1.13 -0.71
C 0.70177 0.63838 0.25967 4.47 -0.62 1.91 -0.10
C -0.15467 -0.53993 0.10575 -3.38 1.26 -0.46 0.31
C -0.06235 -1.78157 0.54509 0.06 0.24 0.03 -0.87
C -1.56663 -0.01277 -0.47579 1.19 -2.22 -0.45 0.61
C -1.56705 1.13411 -1.45488 -0.07 0.20 0.29 -1.25
O -2.56532 -0.65032 -0.25940 -0.10 0.26 0.28 -0.54
H 3.74330 -0.78796 2.08824 0.38 -0.16 0.16 0.40
H 1.05265 1.01346 -0.70400 -0.26 0.24 0.08 0.25
H 0.26063 1.43334 0.86419 -0.23 -0.03 -0.31 0.33
H -0.89125 -2.45883 0.40671 -0.10 -0.01 -0.06 0.32
H 0.79566 -2.12254 1.10060 0.24 -0.07 -0.11 0.28
H -0.77681 1.00907 -2.19263 0.11 0.03 0.02 0.34
H -2.52864 1.18193 -1.96141 -0.01 -0.07 0.12 0.35
H -1.40719 2.07027 -0.92184 0.11 0.16 -0.09 0.33
```
Forces are in eV/Å.

HOMO energy, eV: -9.6
SMILES: C#CCC(=C)C(C)=O
Spin multiplicity: 1
LUMO level, eV: 0.711
ΔE to the lowest compared entry with this formula, charge and spin, kJ/mol: 313.65
E, a.u.: -346.6560
Orbital gap, eV: 10.34
Net charge: 0